1.
Here is a cluster of 9 separate species, C57H67N4O in total from OMol25. Energies are from ωB97M-V/def2-TZVPD.

Geometry as XYZ:
```
129
C57H67N4O, DFT ωB97M-V/def2-TZVPD
H 2.12412 -2.49193 0.19850
H -10.48733 3.71503 3.92297
C -0.98132 1.54850 -8.54893
C 0.21649 -3.38962 -0.18328
N -4.12852 2.49692 1.68640
C -2.99256 -1.57219 0.20238
C -4.51260 -1.46608 0.22205
H 2.26110 0.77921 5.47157
N -5.98082 2.54294 0.50645
C 6.63042 -0.84721 -7.47692
H 4.67494 2.17920 -1.97897
H 3.68744 -0.28293 -5.04697
H 0.33189 -0.03862 -2.78376
H 7.00428 1.44315 1.78215
C -2.31606 -0.21139 0.28463
C 4.45838 -1.47104 -6.65760
H -1.82332 3.21811 0.71555
C 7.79796 2.67791 -1.26940
H -3.75140 0.69934 -1.05651
H -6.92707 -1.70057 0.52902
H 1.35978 -6.17748 2.23064
C 3.80996 -4.90448 6.30170
C -6.45149 -2.62144 0.87156
C 1.86991 -1.32753 5.37417
C 1.03919 -5.39579 1.55423
H -2.12906 -0.27298 -5.34596
H 5.47254 -2.47378 -8.26000
H 0.94694 0.69151 -8.16044
H 9.08191 4.35905 -1.62419
H 9.50012 4.76940 0.77521
C 1.74414 -0.01308 4.94585
C 1.46748 -3.32615 0.41276
C 5.51595 -1.67260 -7.53362
C -2.49261 3.08198 -0.12598
H 2.48637 -1.56064 6.23347
H -4.78792 -0.47122 0.60968
H 1.37698 1.31377 -4.56703
H -1.60904 -4.50486 -0.35886
C -1.80694 0.24127 -6.24357
H -0.91052 1.77725 -0.78602
H 3.59184 -2.11916 -6.69787
C -2.71059 1.00469 -6.96985
H -6.93517 -2.90572 1.80099
H -2.61545 -2.26829 0.94364
H -9.09263 7.75906 3.86361
C 8.27765 3.13246 1.42698
O -5.06747 -2.43448 1.09406
C 3.09226 1.82713 -3.38456
C 4.95338 -6.63223 7.52011
C 7.21399 1.86001 -0.31202
C 2.79953 -5.86355 8.26182
C -8.05121 6.39391 2.58062
H 7.45680 -1.00671 -8.15720
H -1.24399 -0.38958 0.23910
C 3.13892 0.93096 -1.15359
C 0.41295 -2.04703 3.60189
H 1.97755 -5.91248 8.96424
C -1.94901 1.95210 -1.04650
H -0.10596 -2.84106 3.07841
C 1.87199 1.20642 -3.60929
C 1.88078 -4.32709 1.27922
H -2.46772 4.02257 -0.66738
H 5.80978 -7.28223 7.64352
C 3.72465 1.69126 -2.15651
H -5.04368 3.02856 -1.29183
C -0.49056 0.13166 -6.67085
H 5.73234 -5.68671 5.75980
N -6.15009 1.92498 2.80082
C -5.44174 2.30769 1.72207
C -2.67244 0.61050 -0.94856
H 3.55108 2.41572 -4.16862
H -2.34459 0.01784 -1.80121
C -9.01737 6.73797 3.51468
H 0.86251 1.30876 3.50490
C -9.79977 4.46307 3.55052
C 1.28622 0.44574 -2.60771
C -8.83322 4.11642 2.61728
C 1.20605 -2.34383 4.70029
C -0.21751 -5.45831 0.96585
C -2.29691 1.66082 -8.12096
H 1.46005 -0.28903 -0.59951
H -4.92241 -1.58801 -0.77850
H 3.93735 -7.38837 9.25066
C 7.45564 2.08480 1.03613
H 6.57124 1.04319 -0.61783
H -0.10258 -2.60999 -0.86626
H 5.66779 1.19053 -4.95082
C 0.28981 -0.73352 3.17174
H -6.93698 2.48214 0.19560
H -6.80191 1.16510 2.73845
H 7.61225 2.49922 -2.32136
C -9.88771 5.77219 4.00194
N -4.93653 2.84857 -0.30554
H -6.62827 -3.40478 0.13571
C 3.90029 -6.69322 8.42207
C 1.91961 0.30750 -1.38005
H 1.89210 -4.32634 7.07412
C 4.90918 -5.73669 6.46081
H 3.63274 0.82509 -0.19583
H 3.77690 -4.20302 5.47646
H -0.87474 -6.29085 1.18039
H -0.32532 -0.50282 2.31139
C 0.95618 0.28379 3.84232
C -3.82383 2.82488 0.43501
H -0.66011 2.05668 -9.44857
C -0.07823 0.78230 -7.82504
C 5.62518 0.38652 -5.67522
C 4.51146 -0.43986 -5.72939
C -7.95571 5.08152 2.14114
H 7.55624 0.82306 -6.50144
H 8.46603 3.30942 2.47793
C -0.62902 -4.45471 0.09962
H 2.85569 -4.27058 1.74549
H -2.58068 0.29830 1.20991
H -3.73934 1.08568 -6.64148
C 8.62256 3.72352 -0.87826
H -7.37257 7.14577 2.19976
H -2.71099 -1.98727 -0.76517
H -10.63969 6.04144 4.73132
H -8.76261 3.09707 2.25683
C 8.85972 3.95217 0.46995
H 1.30812 -3.36962 5.03153
H -5.97743 2.32475 3.70476
H -7.19731 4.81842 1.41249
H -1.95824 2.25848 -2.08807
C 6.68566 0.18145 -6.54693
H -3.00057 2.25747 -8.68674
H 0.21501 -0.46384 -6.10423
C 2.75312 -4.97130 7.19989
```

Computed properties:
HOMO energy (eV): -10.51
Kohn-Sham gap (eV): 7.46
Energy (eV): -68196.7435
Total charge: +1

***

2.
Here is a structure of composition C2H3CuLiO2 at a distorted geometry from OMol25. Energies are from ωB97M-V/def2-TZVPD.

Geometry as XYZ:
```
9
C2H3CuLiO2, DFT ωB97M-V/def2-TZVPD
Cu 2.22088 0.23005 -0.04346
O -1.82415 1.47993 -0.84466
Li 0.56955 -2.37715 -0.95169
H -1.29724 -1.05542 0.59833
H 1.67066 1.74104 -0.51771
C -0.50010 -0.28987 0.52905
H -0.35534 0.15003 1.53618
O 0.65903 -0.70438 -0.06504
C -1.14329 0.82577 -0.24100
```

Computed properties:
Relative energy (zero: lowest compared OMol25 entry of this formula, charge and spin) (kJ/mol): 0.0
HOMO energy (alpha / beta) (eV): -19.15 / -20.23
Kohn-Sham gap (alpha / beta) (eV): 9.54 / 9.37
2S+1: 2
<S²>: 0.760
Energy (eV): -51041.1895
Total charge: +2